Record 1
Computed, not measured: a cluster of 2 separate species, C5H11O2 in total at a distorted geometry, with ωB97M-V/def2-TZVPD.

Cartesian coordinates (Å):
1 C -1.35884 0.04328 -1.28831
2 C -2.64609 0.45777 -0.54420
3 C -0.42975 -0.93848 -0.35166
4 O -1.01265 -1.54536 0.56980
5 O 0.72144 -1.01698 -0.76558
6 H -1.66925 -0.39304 -2.18950
7 H -0.84150 1.04312 -1.54696
8 H -2.39749 0.85538 0.48819
9 H -3.37369 -0.34125 -0.30454
10 H -3.28293 1.13620 -0.96652
11 C 2.49970 1.35539 1.75266
12 C 2.05713 0.97150 0.37942
13 H 3.05535 2.19131 1.77973
14 H 1.54305 1.55293 2.26974
15 H 2.99658 0.57502 2.21144
16 H 1.00750 1.24783 0.26439
17 H 2.00270 -0.10828 0.37644
18 H 2.55644 1.40272 -0.50359

**Kohn-Sham gap**: 8.1 eV
**Net charge**: -1
**HOMO level**: -3.99 eV
**Lowest unoccupied orbital energy**: 4.1 eV
**Molecular weight**: 103.141 Da
**Energy**: -9458.6596 eV
**Energy above the lowest of the compared OMol25 structures with the same formula, charge and spin**: 31.6 kcal/mol
**Spin multiplicity**: 1

***

Record 2
Computed, not measured: a cluster of 2 separate species, C5H11O2 in total at a distorted geometry, with ωB97M-V/def2-TZVPD.

Cartesian coordinates (Å):
1 C -0.22826 -1.29540 -1.18219
2 C 0.72468 -0.23941 -1.73182
3 C 0.33282 -1.98241 0.08548
4 H -1.11697 -0.80800 -0.77045
5 H -0.58900 -1.99650 -1.93345
6 H 0.78031 -0.25195 -2.81711
7 H 0.99544 -2.83561 -0.11826
8 H 0.99847 -1.28003 0.58489
9 H 1.76855 -0.22521 -1.39104
10 H 0.42917 0.73883 -1.33850
11 H -0.47013 -2.22315 0.77446
12 C -0.87954 2.28375 1.19220
13 C 0.09577 1.13633 1.71977
14 O 1.29242 1.25959 1.40739
15 O -0.49340 0.22621 2.32182
16 H -1.65173 2.43511 1.95423
17 H -1.42801 1.78951 0.37617
18 H -0.56061 3.26836 0.86640

**Kohn-Sham gap**: 8.0 eV
**Net charge**: -1
**HOMO level**: -3.98 eV
**Lowest unoccupied orbital energy**: 4.1 eV
**Molecular weight**: 103.141 Da
**Energy**: -9459.5254 eV
**Energy above the lowest of the compared OMol25 structures with the same formula, charge and spin**: 11.6 kcal/mol
**Spin multiplicity**: 1

***

Record 3
Computed, not measured: a cluster of 2 separate species, C5H11O2 in total at a distorted geometry, with ωB97M-V/def2-TZVPD.

Cartesian coordinates (Å):
1 C -0.27958 0.66412 -0.24451
2 O -0.36238 -0.35615 -1.10504
3 C -0.35193 2.00171 -0.90609
4 C 0.61321 2.04433 -2.04240
5 H 0.75034 0.69801 0.26566
6 H -0.98962 0.63477 0.62654
7 H -0.13265 2.78715 -0.15828
8 H -1.36983 2.16785 -1.30007
9 H 0.49135 3.02018 -2.56214
10 H 0.31170 1.25703 -2.72653
11 H 1.65832 1.86836 -1.78023
12 C 0.57072 -2.42710 0.85443
13 C -0.02886 -2.54736 2.06667
14 O -1.21252 -1.84027 2.30646
15 H 1.46364 -2.98427 0.56964
16 H 0.15878 -1.65263 0.17355
17 H 0.37059 -3.14357 2.88517
18 H -1.66128 -2.19216 3.07717

**Kohn-Sham gap**: 5.8 eV
**Net charge**: -1
**HOMO level**: -2.31 eV
**Lowest unoccupied orbital energy**: 3.5 eV
**Molecular weight**: 103.141 Da
**Energy**: -9456.6502 eV
**Energy above the lowest of the compared OMol25 structures with the same formula, charge and spin**: 77.9 kcal/mol
**Spin multiplicity**: 1

***

Record 4
Computed, not measured: a cluster of 2 separate species, C5H11O2 in total at a distorted geometry, with ωB97M-V/def2-TZVPD.

Cartesian coordinates (Å):
1 C 0.26213 1.25841 2.82743
2 C 0.20178 2.60608 2.14710
3 H 0.75503 0.40137 2.35730
4 H 0.72838 1.27162 3.82056
5 H -0.72972 0.84869 3.03783
6 H -0.55808 3.23370 2.59266
7 H 0.14436 2.45180 1.06878
8 H 1.15400 3.12706 2.23272
9 C 0.26160 -1.15498 -1.75931
10 C -1.05170 -0.92936 -2.51640
11 C 0.50325 -2.66245 -1.58333
12 O 0.27087 -3.11067 -0.44569
13 O 0.83278 -3.27956 -2.62216
14 H 1.06926 -0.62088 -2.26890
15 H 0.23352 -0.68184 -0.77728
16 H -0.95203 -1.44574 -3.47497
17 H -1.30021 0.11722 -2.71041
18 H -1.82522 -1.43048 -1.92592

**Kohn-Sham gap**: 7.1 eV
**Net charge**: -1
**HOMO level**: -3.82 eV
**Lowest unoccupied orbital energy**: 3.3 eV
**Molecular weight**: 103.141 Da
**Energy**: -9459.5746 eV
**Energy above the lowest of the compared OMol25 structures with the same formula, charge and spin**: 10.5 kcal/mol
**Spin multiplicity**: 1

***

Record 5
Computed, not measured: a cluster of 2 separate species, C5H11O2 in total at a distorted geometry, with ωB97M-V/def2-TZVPD.

Cartesian coordinates (Å):
1 C 1.41176 -1.62315 0.35681
2 C 0.12697 -2.27830 0.63521
3 H 1.57424 -0.75741 1.00683
4 H 2.24086 -2.36113 0.56296
5 H 1.53434 -1.48193 -0.71955
6 H -0.73090 -1.64142 0.32118
7 H -0.12560 -2.49280 1.67614
8 H -0.06539 -3.16629 0.03832
9 C -0.09509 1.36007 0.02338
10 C -0.19682 2.32105 -1.18734
11 C -1.50053 0.75760 0.23463
12 O -2.13838 0.10749 -0.61811
13 O -2.10894 1.18837 1.28799
14 H 0.61313 0.55816 -0.19521
15 H 0.13186 1.79098 1.00259
16 H -0.48945 3.34849 -1.03514
17 H -1.00058 1.90865 -1.79447
18 H 0.81852 2.46155 -1.59623

**Kohn-Sham gap**: 7.3 eV
**Net charge**: -1
**HOMO level**: -3.46 eV
**Lowest unoccupied orbital energy**: 3.9 eV
**Molecular weight**: 103.141 Da
**Energy**: -9459.0574 eV
**Energy above the lowest of the compared OMol25 structures with the same formula, charge and spin**: 22.4 kcal/mol
**Spin multiplicity**: 1

***

Record 6
Computed, not measured: a cluster of 2 separate species, C5H11O2 in total at a distorted geometry, with ωB97M-V/def2-TZVPD.

Cartesian coordinates (Å):
1 C -0.22437 0.26752 1.91109
2 C 0.47011 0.91348 3.11176
3 C -0.48427 -1.20641 2.21204
4 H -1.21006 0.72573 1.80886
5 H 0.36640 0.34314 0.99971
6 H 0.09994 0.52830 4.07738
7 H 0.20782 1.97093 3.23722
8 H -0.71946 -1.76692 1.28897
9 H 0.30669 -1.91445 2.48415
10 H 1.54589 0.86000 3.09460
11 H -1.34794 -1.19901 2.88144
12 C 1.18433 0.67612 -1.80595
13 C -0.13729 -0.08148 -2.04494
14 O -0.68794 0.17562 -3.15679
15 O -0.48612 -0.90620 -1.17608
16 H 1.84300 0.70085 -2.66799
17 H 1.76316 0.08485 -1.08410
18 H 0.97193 1.72182 -1.55535

**Kohn-Sham gap**: 7.5 eV
**Net charge**: -1
**HOMO level**: -3.81 eV
**Lowest unoccupied orbital energy**: 3.7 eV
**Molecular weight**: 103.141 Da
**Energy**: -9459.4134 eV
**Energy above the lowest of the compared OMol25 structures with the same formula, charge and spin**: 14.2 kcal/mol
**Spin multiplicity**: 1

***

Record 7
Computed, not measured: the ion C5H11O2 with charge -1 at a distorted geometry, with ωB97M-V/def2-TZVPD.

Cartesian coordinates (Å):
1 C 0.98778 1.48273 -0.42240
2 O 2.27552 0.89214 -0.65032
3 C 0.18013 1.00915 0.76757
4 C 0.22348 -0.49203 1.05974
5 C -0.35785 -1.48784 0.04990
6 C -1.66781 -0.89230 -0.62642
7 O -1.33318 0.05881 -1.54018
8 H 0.38513 1.42050 -1.32966
9 H 1.17083 2.54095 -0.30483
10 H 2.14491 0.26065 -1.35876
11 H -0.84424 1.32157 0.54600
12 H 0.54969 1.51090 1.66477
13 H -0.25466 -0.62000 2.02376
14 H 1.27217 -0.72938 1.29400
15 H 0.28498 -1.54939 -0.82223
16 H -0.61667 -2.39366 0.60678
17 H -2.11259 -1.72350 -1.21927
18 H -2.28763 -0.60927 0.26154

**Kohn-Sham gap**: 6.4 eV
**Net charge**: -1
**HOMO level**: -2.35 eV
**Lowest unoccupied orbital energy**: 4.1 eV
**Molecular weight**: 103.141 Da
**Energy**: -9457.4378 eV
**Energy above the lowest of the compared OMol25 structures with the same formula, charge and spin**: 59.8 kcal/mol
**SMILES**: [O-]CCCCCO
**Spin multiplicity**: 1

***

Record 8
Computed, not measured: a cluster of 2 separate species, C5H11O2 in total, with ωB97M-V/def2-TZVPD.

Cartesian coordinates (Å):
1 C 1.55792 0.03244 1.31534
2 C 2.98926 0.58229 1.21590
3 H 1.14293 0.18534 2.31462
4 H 0.80350 0.52194 0.70754
5 H 1.54864 -1.03650 1.14340
6 H 3.70148 -0.18563 0.91640
7 H 3.36153 0.90626 2.19220
8 H 3.09798 1.41654 0.51941
9 C -2.40499 -0.13926 -0.87566
10 C -1.44774 0.38651 -1.94275
11 C -1.74191 -1.23414 0.00131
12 O -1.27992 -0.86174 1.10404
13 O -1.68723 -2.36440 -0.52982
14 H -2.68595 0.71493 -0.24762
15 H -3.34902 -0.53896 -1.26099
16 H -0.44393 0.42142 -1.51851
17 H -1.73766 1.40913 -2.20272
18 H -1.42491 -0.21615 -2.85209

**Kohn-Sham gap**: 7.7 eV
**Net charge**: -1
**HOMO level**: -3.88 eV
**Lowest unoccupied orbital energy**: 3.8 eV
**Molecular weight**: 103.141 Da
**Energy**: -9459.6465 eV
**Energy above the lowest of the compared OMol25 structures with the same formula, charge and spin**: 8.8 kcal/mol
**Spin multiplicity**: 1

***

Record 9
Computed, not measured: a cluster of 2 separate species, C5H11O2 in total at a distorted geometry, with ωB97M-V/def2-TZVPD.

Cartesian coordinates (Å):
1 C 0.55622 -1.51869 -0.99241
2 C 1.90957 -1.03187 -0.80014
3 C -0.54492 -0.59817 -1.23658
4 H 0.69088 -2.18204 -1.99440
5 H 0.24322 -2.24372 -0.29072
6 H 1.99908 -0.61369 0.18791
7 H -1.01423 -0.23515 -0.24710
8 H -0.29953 0.23511 -1.86241
9 H 2.36921 -0.30376 -1.48823
10 H 2.68710 -1.85196 -0.64707
11 H -1.42362 -1.02706 -1.72104
12 C -1.36587 2.05396 1.16506
13 C -0.44914 1.12845 2.07564
14 O -1.00952 0.48764 2.97249
15 O 0.75593 1.07389 1.80248
16 H -1.16343 3.11035 1.28576
17 H -2.43440 1.88832 1.53271
18 H -1.50656 1.62840 0.25804

**Kohn-Sham gap**: 7.6 eV
**Net charge**: -1
**HOMO level**: -3.72 eV
**Lowest unoccupied orbital energy**: 3.9 eV
**Molecular weight**: 103.141 Da
**Energy**: -9458.6839 eV
**Energy above the lowest of the compared OMol25 structures with the same formula, charge and spin**: 31.0 kcal/mol
**Spin multiplicity**: 1

***

Record 10
Computed, not measured: a cluster of 2 separate species, C5H11O2 in total at a distorted geometry, with ωB97M-V/def2-TZVPD.

Cartesian coordinates (Å):
1 C -1.21690 -1.12424 0.76128
2 C -1.58503 0.14046 -0.01668
3 C -2.41810 -1.68767 1.48747
4 H -0.74935 -1.94410 0.21032
5 H -0.31314 -0.95193 1.37116
6 H -0.72970 0.78107 -0.21154
7 H -2.28535 0.72737 0.60403
8 H -2.08387 -2.33516 2.30664
9 H -2.98939 -0.89996 1.95750
10 H -2.22246 -0.04356 -0.89588
11 H -3.04038 -2.34597 0.88488
12 C 2.46990 1.99975 -1.25560
13 C 3.18814 0.59651 -1.22096
14 O 2.62038 -0.26524 -0.52547
15 O 4.25710 0.50140 -1.87068
16 H 3.02028 2.72095 -1.89111
17 H 2.66679 2.49126 -0.31357
18 H 1.41110 1.63905 -1.38180

**Kohn-Sham gap**: 7.1 eV
**Net charge**: -1
**HOMO level**: -3.74 eV
**Lowest unoccupied orbital energy**: 3.4 eV
**Molecular weight**: 103.141 Da
**Energy**: -9459.2047 eV
**Energy above the lowest of the compared OMol25 structures with the same formula, charge and spin**: 19.0 kcal/mol
**Spin multiplicity**: 1

***

Record 11
Computed, not measured: a cluster of 2 separate species, C5H11O2 in total at a distorted geometry, with ωB97M-V/def2-TZVPD.

Cartesian coordinates (Å):
1 C -1.54211 -0.82701 1.90877
2 C -1.64284 -1.51302 0.34866
3 O -0.66353 -2.15148 -0.03188
4 O -2.86017 -1.30210 0.06361
5 H -1.41261 0.27257 1.79637
6 H -0.71066 -1.25845 2.30726
7 H -2.41560 -0.76704 2.53742
8 C 1.17209 1.00900 -1.30637
9 C 1.59670 -0.41692 -1.10636
10 C 0.29605 1.54935 -0.11062
11 H 2.10945 1.61109 -1.26399
12 H 0.75277 1.19377 -2.26244
13 H 1.87210 -0.43582 -0.07283
14 H 2.38294 -0.69268 -1.89296
15 H -0.41585 2.16372 -0.59334
16 H -0.14971 0.65947 0.34210
17 H 0.64859 -1.00939 -1.32640
18 H 0.98236 1.91493 0.66302

**Kohn-Sham gap**: 7.3 eV
**Net charge**: -1
**HOMO level**: -3.34 eV
**Lowest unoccupied orbital energy**: 4.0 eV
**Molecular weight**: 103.141 Da
**Energy**: -9458.3060 eV
**Energy above the lowest of the compared OMol25 structures with the same formula, charge and spin**: 39.7 kcal/mol
**Spin multiplicity**: 1

***

Record 12
Computed, not measured: a cluster of 2 separate species, C5H11O2 in total at a distorted geometry, with ωB97M-V/def2-TZVPD.

Cartesian coordinates (Å):
1 C -1.26040 -1.90238 -0.55406
2 C -2.40624 -1.05519 0.10018
3 O -3.05595 -0.33814 -0.71380
4 O -2.51263 -1.05164 1.34031
5 H -0.48940 -1.22116 -0.84596
6 H -1.54533 -2.46299 -1.43053
7 H -0.84285 -2.55440 0.21463
8 C 0.63327 0.65522 0.41237
9 C 0.51317 1.37125 -0.92549
10 C 2.06522 0.85143 1.08073
11 H -0.23094 0.87514 1.05588
12 H 0.64565 -0.42973 0.26003
13 H -0.57018 1.37543 -1.20123
14 H 1.03668 0.87926 -1.71557
15 H 2.55198 -0.10112 1.29717
16 H 2.81229 1.28211 0.42941
17 H 0.74965 2.44027 -0.82892
18 H 1.90602 1.38663 2.02484

**Expectation value of S²**: 0.751
**Kohn-Sham gap (alpha / beta)**: 2.8 / 8.1 eV
**Net charge**: -2
**HOMO level (alpha / beta)**: 3.99 / -1.42 eV
**Lowest unoccupied orbital energy (alpha / beta)**: 6.8 / 6.6 eV
**Molecular weight**: 103.141 Da
**Energy**: -9455.3919 eV
**Energy above the lowest of the compared OMol25 structures with the same formula, charge and spin**: 15.8 kcal/mol
**Spin multiplicity**: 2